(1)
{
  "formula": "C31H22N6O2Zr",
  "method": "ωB97M-V/def2-TZVPD",
  "max_force_ev_per_a": 0.73,
  "homo_ev": -13.323,
  "total_energy_ev": -46810.3533,
  "orbital_gap_ev": 6.1,
  "total_charge": 2,
  "multiplicity": 1,
  "species": ["Zr", "C", "C", "N", "C", "C", "C", "C", "C", "C", "C", "N", "C", "C", "C", "C", "C", "C", "C", "C", "N", "C", "H", "H", "H", "H", "H", "H", "H", "H", "H", "H", "H", "H", "O", "C", "C", "C", "C", "C", "C", "C", "O", "N", "N", "C", "C", "C", "C", "C", "C", "N", "H", "H", "H", "H", "H", "H", "H", "H", "H", "H"],
  "xyz": [[-0.29144, -0.32621, 0.03902], [0.81884, 3.70883, 1.95430], [0.72101, 2.73600, 0.95198], [0.64116, 1.44322, 1.21016], [0.66848, 1.02320, 2.52194], [0.70389, 1.94211, 3.59129], [0.79078, 3.31501, 3.26519], [0.67959, 1.45581, 4.91690], [0.61319, 0.11120, 5.14914], [0.58808, -0.80999, 4.08358], [0.63733, -0.37937, 2.78101], [0.62884, -1.20731, 1.63180], [1.74444, -2.02160, 1.30656], [2.30166, -2.98449, 2.10656], [3.42814, -3.71458, 1.67946], [3.99019, -3.49200, 0.45486], [3.44651, -2.50894, -0.40167], [3.98307, -2.19906, -1.67057], [3.42167, -1.20841, -2.43096], [2.30759, -0.52491, -1.93861], [1.77118, -0.78804, -0.75679], [2.32561, -1.77135, 0.02986], [0.89941, 4.75022, 1.67846], [0.69866, 3.02849, -0.09197], [0.84338, 4.04466, 4.06401], [0.71996, 2.15991, 5.73773], [0.58790, -0.26187, 6.16392], [0.52998, -1.86839, 4.29658], [1.87256, -3.19802, 3.07528], [3.84539, -4.46461, 2.33709], [4.85567, -4.05344, 0.12872], [4.84430, -2.75008, -2.02751], [3.81448, -0.95016, -3.40357], [1.83690, 0.25001, -2.53392], [-0.47700, -0.00664, -5.34658], [-0.20327, -1.27839, -5.05365], [0.28354, -2.08013, -6.08800], [0.60252, -3.39771, -5.85513], [0.45179, -3.96722, -4.58257], [-0.01713, -3.19571, -3.55442], [-0.35043, -1.83876, -3.76167], [-0.80056, -1.06025, -2.64230], [-0.81726, -1.60856, -1.43292], [-1.16576, 0.21460, -2.79434], [-1.50940, 0.70857, -1.56989], [-2.33028, 1.66015, -1.36372], [-2.70781, 1.82120, 0.04775], [-3.62004, 2.77063, 0.46262], [-4.01853, 2.79155, 1.79456], [-3.49147, 1.85633, 2.66604], [-2.56839, 0.94182, 2.18225], [-2.17521, 0.91201, 0.90712], [-0.85827, 0.44360, -4.57054], [0.38797, -1.63500, -7.06793], [0.96825, -4.00514, -6.67246], [0.69302, -5.00816, -4.42098], [-0.15225, -3.61359, -2.56660], [-2.79267, 2.24933, -2.15070], [-4.02736, 3.47220, -0.25297], [-4.73877, 3.52173, 2.13810], [-3.78716, 1.82102, 3.70458], [-2.13232, 0.20214, 2.84430]],
  "mulliken_charge": [1.09, -1.03, -0.08, 0.26, 1.08, 0.57, -0.72, -0.94, -0.91, -0.41, -0.22, -0.35, 0.45, -0.64, -1.04, -0.92, 0.63, -0.62, -0.99, -0.13, 0.49, 0.70, 0.45, 0.53, 0.50, 0.48, 0.46, 0.56, 0.33, 0.43, 0.46, 0.50, 0.47, 0.54, -0.62, 0.41, -0.69, -0.32, -0.91, -0.52, 0.65, 0.96, -0.92, -1.29, 0.38, -0.56, 0.93, -1.02, -0.29, -0.93, 0.07, -0.11, 0.53, 0.49, 0.42, 0.45, 0.48, 0.48, 0.47, 0.47, 0.45, 0.58]
}

(2)
{
  "formula": "C6H21B2MnO5",
  "method": "ωB97M-V/def2-TZVPD",
  "max_force_ev_per_a": 4.95,
  "homo_ev": [5.364, 5.210],
  "total_energy_ev": -49449.9612,
  "s_squared": 12.013,
  "orbital_gap_ev": [4.2, 3.9],
  "total_charge": -4,
  "multiplicity": 7,
  "species": ["Mn", "C", "C", "O", "H", "H", "H", "H", "H", "O", "C", "C", "O", "H", "H", "H", "H", "O", "C", "C", "O", "H", "H", "H", "H", "B", "H", "H", "H", "H", "B", "H", "H", "H", "H"],
  "xyz": [[-0.30892, -0.27680, -0.06193], [-3.61936, 2.34009, 1.15918], [-2.68410, 1.13193, 0.89993], [-2.15988, 0.84130, -0.34562], [-4.48510, 2.41761, 0.50147], [-3.00342, 3.23933, 1.14964], [-3.98795, 2.36027, 2.18477], [-3.20106, 0.18125, 1.03051], [-1.78074, 1.05769, 1.50534], [1.31316, 1.00614, 0.45064], [2.44696, 0.30219, 0.97697], [3.87779, 0.93430, 0.89222], [4.15890, 1.91065, -0.05626], [2.55147, -0.71037, 0.58722], [2.22352, -0.01005, 1.99711], [4.66064, 0.18398, 0.78142], [4.16523, 1.31256, 1.87323], [0.03432, -4.78314, 2.28605], [0.39864, -4.54640, 0.88667], [-0.20832, -3.15469, 0.27750], [-0.60001, -2.04971, 1.08786], [-0.04357, -5.41044, 0.39070], [1.45142, -4.64205, 0.62096], [-0.93213, -3.30320, -0.52384], [0.62435, -2.63135, -0.19246], [0.06280, 2.98574, -1.84380], [-0.32454, 2.14709, -1.28624], [0.30404, 3.81363, -1.19523], [1.01035, 2.60268, -2.18971], [-0.62455, 3.31227, -2.60877], [-0.25733, -0.52852, -2.26927], [0.00321, -1.00213, -3.20311], [0.61070, -0.18968, -1.72527], [-0.87390, 0.34231, -2.42969], [-0.80249, -1.18432, -1.60822]],
  "mulliken_charge": [0.39, -1.37, -0.04, -0.89, 0.31, 0.29, 0.41, 0.30, 0.09, -0.78, -0.10, -0.52, -0.45, 0.09, 0.32, 0.31, 0.24, -1.14, -0.39, 0.17, -0.82, 0.17, 0.14, 0.22, -0.12, 1.22, -0.75, -0.42, -0.30, -0.39, 1.03, -0.36, -0.32, -0.37, -0.17]
}

(3)
{
  "formula": "C4H7N3S",
  "method": "ωB97M-V/def2-TZVPD",
  "max_force_ev_per_a": 4.51,
  "homo_ev": [-8.306, -8.307],
  "total_energy_ev": -19562.4847,
  "orbital_gap_ev": [8.6, 8.6],
  "total_charge": 0,
  "multiplicity": 1,
  "species": ["C", "C", "C", "C", "N", "N", "N", "S", "H", "H", "H", "H", "H", "H", "H"],
  "xyz": [[1.28297, -1.21221, -0.17469], [-2.29893, -0.25657, -0.65154], [1.73234, -1.30511, -1.60052], [-1.61532, 1.24807, 1.34960], [0.49241, -1.51359, 0.66797], [-0.02572, -1.17563, 1.75072], [-1.99864, 0.64848, 0.08011], [-2.58856, -1.48127, -1.56310], [2.03625, -0.26440, -1.77529], [0.79278, -1.43958, -2.15595], [2.45203, -2.02523, -1.79493], [-1.19105, 2.23508, 1.01017], [-2.42727, 1.60538, 1.83883], [-0.87359, 0.47834, 1.95069], [-0.36930, -2.04226, 2.14158]],
  "mulliken_charge": [0.21, 0.39, -0.71, -0.61, 0.30, -0.76, -0.24, -0.43, 0.26, 0.17, 0.34, 0.23, 0.36, 0.32, 0.18]
}

(4)
{
  "formula": "C25H16F5N5OZr",
  "method": "ωB97M-V/def2-TZVPD",
  "max_force_ev_per_a": 1.53,
  "homo_ev": -14.397,
  "total_energy_ev": -50535.7259,
  "orbital_gap_ev": 7.1,
  "total_charge": 2,
  "multiplicity": 1,
  "species": ["Zr", "F", "C", "C", "C", "F", "C", "F", "C", "F", "C", "F", "N", "C", "N", "C", "C", "C", "C", "C", "C", "H", "H", "H", "H", "H", "H", "C", "C", "O", "H", "H", "H", "N", "C", "C", "C", "C", "C", "C", "C", "N", "C", "C", "N", "C", "H", "H", "H", "H", "H", "H", "H"],
  "xyz": [[0.03135, -0.16274, -0.07937], [-0.28005, 2.60060, 2.34850], [-0.26239, 1.35955, 2.84864], [-0.28476, 0.23540, 2.03241], [-0.24162, -0.98855, 2.67255], [-0.19366, -2.08716, 1.85336], [-0.20720, -1.16638, 4.03332], [-0.16749, -2.35775, 4.59619], [-0.20952, -0.01475, 4.80948], [-0.18356, -0.11846, 6.11539], [-0.23563, 1.24766, 4.22459], [-0.23274, 2.31621, 4.99803], [-2.64959, -3.38528, -1.19649], [-2.49487, -2.16231, -0.71353], [-1.25055, -1.71867, -0.87776], [-0.55723, -2.76963, -1.53047], [0.76636, -2.86243, -1.95697], [1.15068, -4.04030, -2.56145], [0.24772, -5.10028, -2.75233], [-1.06549, -5.01175, -2.34274], [-1.43392, -3.82250, -1.72677], [-3.51544, -3.90479, -1.17237], [-3.29473, -1.60988, -0.24647], [1.49713, -2.06899, -1.84752], [2.17038, -4.15051, -2.90322], [0.59276, -6.00357, -3.23623], [-1.76237, -5.82464, -2.49428], [2.97352, 1.52854, -1.41090], [1.86729, 0.76158, -0.85133], [2.03921, -0.16116, -0.00580], [3.93909, 1.04730, -1.26440], [2.96673, 2.48854, -0.87459], [2.78316, 1.77484, -2.45454], [-6.57444, 8.31986, 1.22204], [-5.89122, 7.46526, 0.87402], [-5.02456, 6.39555, 0.44133], [-4.47385, 5.53127, 1.38215], [-3.63666, 4.51000, 0.97308], [-3.36460, 4.35921, -0.37627], [-3.90306, 5.20924, -1.32405], [-4.73758, 6.23471, -0.90878], [-2.48244, 3.28828, -0.80464], [-1.81521, 3.20709, -2.02196], [-1.09446, 2.07131, -1.98645], [-1.31445, 1.43007, -0.76550], [-2.15366, 2.21676, -0.09015], [-4.68864, 5.66732, 2.43280], [-3.18774, 3.87391, 1.72346], [-3.70783, 5.08665, -2.38025], [-5.16909, 6.90766, -1.63669], [-1.88720, 3.96704, -2.77854], [-0.43923, 1.66997, -2.73769], [-2.52349, 2.01414, 0.89872]],
  "mulliken_charge": [1.07, -0.38, 0.75, -0.51, 0.70, -0.36, -0.31, -0.24, 0.84, -0.25, -0.09, -0.25, 0.02, -0.38, -0.08, 1.14, -0.32, -0.99, -0.55, -1.07, 0.48, 0.24, 0.50, 0.25, 0.45, 0.42, 0.44, -1.12, 0.62, -0.34, 0.37, 0.35, 0.33, -0.39, -0.05, 0.37, -1.06, -0.32, 1.79, -0.57, -1.01, 0.30, -0.23, -1.14, 0.07, -0.44, 0.46, 0.27, 0.31, 0.47, 0.42, 0.55, 0.50]
}

(5)
{
  "formula": "C3H7N2O2",
  "method": "ωB97M-V/def2-TZVPD",
  "max_force_ev_per_a": 4.78,
  "homo_ev": -14.508,
  "total_energy_ev": -10289.8863,
  "orbital_gap_ev": 10.6,
  "total_charge": 1,
  "multiplicity": 1,
  "species": ["O", "C", "C", "N", "C", "N", "O", "H", "H", "H", "H", "H", "H", "H"],
  "xyz": [[-2.77681, -0.96234, -0.13226], [-2.41070, 0.12752, -0.45962], [-1.04103, 0.72793, 0.10505], [-0.31310, -0.43741, 0.61585], [0.93769, -0.65521, 0.46256], [1.79017, 0.05043, -0.26961], [3.03773, -0.51573, -0.33050], [-2.96333, 0.72095, -1.17044], [-0.45795, 1.21250, -0.74079], [-1.49179, 1.50570, 0.90725], [-0.78140, -1.14289, 1.00517], [1.42954, -1.59801, 0.82502], [1.55857, 0.82905, -1.02834], [3.48241, 0.13749, 0.21067]],
  "mulliken_charge": [-0.42, 0.04, -0.43, -0.05, 0.13, -0.15, -0.36, 0.40, 0.24, 0.29, 0.24, 0.39, 0.28, 0.39]
}

(6)
{
  "formula": "C3H5NO2",
  "method": "ωB97M-V/def2-TZVPD",
  "max_force_ev_per_a": 0.54,
  "homo_ev": -9.769,
  "total_energy_ev": -8776.0514,
  "orbital_gap_ev": 10.6,
  "total_charge": 0,
  "multiplicity": 1,
  "species": ["H", "N", "C", "O", "C", "C", "O", "H", "H", "H", "H"],
  "xyz": [[2.06870, 1.54356, 0.05715], [1.25742, 0.93765, 0.14562], [1.24792, 0.04313, -0.74637], [0.25725, -0.85381, -0.87238], [-0.73002, -0.87504, 0.15380], [-1.28594, 0.47191, 0.58403], [-1.73960, 0.61964, 1.69188], [1.99482, -0.13331, -1.52771], [-0.35883, -1.39052, 1.04303], [-1.55344, -1.45409, -0.27451], [-1.34843, 1.25759, -0.19166]],
  "mulliken_charge": [0.22, -0.58, 0.13, -0.34, -0.30, 0.10, -0.48, 0.38, 0.27, 0.28, 0.33]
}

(7)
{
  "formula": "C4H6INO",
  "method": "ωB97M-V/def2-TZVPD",
  "max_force_ev_per_a": 4.17,
  "homo_ev": -9.290,
  "total_energy_ev": -15881.5103,
  "orbital_gap_ev": 9.8,
  "total_charge": 0,
  "multiplicity": 1,
  "species": ["C", "C", "N", "C", "C", "O", "I", "H", "H", "H", "H", "H", "H"],
  "xyz": [[1.05476, 0.65276, 1.78675], [-0.22673, 0.15140, 1.13875], [-0.29057, 0.12271, -0.28483], [-0.86200, -0.64409, -1.08213], [-0.78138, -0.24035, -2.64230], [-1.47591, 0.55282, -3.17314], [0.82683, -1.17034, -3.56423], [1.35016, 0.11794, 2.70859], [1.93482, 0.38745, 1.10049], [1.34697, 1.73481, 1.84950], [-1.03509, 0.67399, 1.62364], [-0.22558, -0.87486, 1.57376], [-1.61629, -1.46423, -1.03486]],
  "mulliken_charge": [-1.07, -0.24, -0.34, 0.06, 0.14, -0.41, 0.05, 0.32, 0.29, 0.29, 0.30, 0.25, 0.37]
}

(8)
{
  "formula": "C3BrF3O",
  "method": "ωB97M-V/def2-TZVPD",
  "max_force_ev_per_a": 4.03,
  "homo_ev": [-10.026, -9.078],
  "total_energy_ev": -83347.5173,
  "orbital_gap_ev": [8.9, 7.7],
  "total_charge": 0,
  "multiplicity": 1,
  "species": ["C", "C", "C", "O", "F", "F", "F", "Br"],
  "xyz": [[-0.76932, -0.74471, -0.29283], [-0.61601, -0.88479, 0.99278], [0.89837, 1.52439, -0.89215], [0.33530, 2.42565, -1.37060], [-1.18283, -1.66987, -1.07720], [-1.31113, -1.84770, 1.67448], [0.02889, -0.05404, 1.76971], [2.61673, 1.25107, -0.80419]],
  "mulliken_charge": [0.02, 0.51, 0.29, -0.29, -0.17, -0.22, -0.18, 0.04]
}

The highest multiplicity belongs to which entry?
C6H21B2MnO5

The highest multiplicity belongs to which entry?
C6H21B2MnO5